{"formula": "C4H8O3", "method": "ωB97M-V/def2-TZVPD", "species": ["C", "O", "C", "O", "C", "C", "O", "H", "H", "H", "H", "H", "H", "H", "H"], "xyz": [[-2.65, -0.23, 0.00], [-1.53, 0.60, 0.33], [-0.35, 0.09, -0.02], [-0.26, -0.96, -0.65], [0.84, 0.79, 0.49], [2.04, 0.43, -0.35], [2.27, -0.94, 0.18], [-2.54, -1.22, 0.45], [-3.52, 0.28, 0.41], [-2.75, -0.34, -1.08], [0.69, 1.81, 0.86], [1.45, -0.27, 1.11], [1.92, 0.33, -1.42], [2.91, 1.04, -0.10], [1.48, -1.40, -0.20]], "nbo_charge": [-0.263, -0.493, 0.785, -0.689, -0.648, -0.090, -0.725, 0.195, 0.196, 0.195, 0.243, 0.382, 0.199, 0.203, 0.511], "multiplicity": 1, "max_force_ev_per_a": 2.9, "homo_ha": -0.3544, "e_above_lowest_ev": 2.902, "total_energy_ha": -382.858180}

=====

{"formula": "C34H69Br2F3NO10P2", "method": "ωB97M-V/def2-TZVPD", "species": ["N", "P", "O", "P", "C", "C", "C", "F", "Br", "C", "F", "F", "Br", "O", "C", "C", "O", "H", "H", "H", "H", "H", "H", "H", "H", "H", "H", "H", "H", "H", "C", "C", "C", "O", "C", "H", "H", "H", "H", "H", "H", "H", "H", "C", "C", "C", "O", "C", "H", "H", "H", "H", "H", "H", "H", "H", "C", "C", "C", "O", "C", "H", "H", "H", "H", "H", "H", "H", "H", "C", "C", "C", "O", "C", "H", "H", "H", "H", "H", "H", "H", "H", "C", "C", "C", "O", "C", "H", "H", "H", "H", "H", "H", "H", "H", "C", "C", "C", "O", "C", "H", "H", "H", "H", "H", "H", "H", "H", "C", "C", "C", "O", "C", "H", "H", "H", "H", "H", "H", "H", "H"], "xyz": [[5.65, 1.74, 4.82], [5.27, 1.21, 3.24], [6.65, 1.68, 2.42], [3.76, 2.73, 2.49], [2.47, 1.41, 2.09], [1.52, 1.05, 3.23], [0.38, 1.99, 3.53], [0.72, 3.29, 3.67], [-0.35, 1.44, 5.31], [-0.81, 1.93, 2.54], [-1.92, 2.51, 3.08], [-1.12, 0.64, 2.26], [-0.46, 2.89, 0.90], [4.95, 4.02, 2.90], [4.39, 5.28, 2.94], [2.96, 5.23, 2.37], [2.77, 3.97, 1.78], [5.30, 1.09, 5.50], [5.33, 2.68, 5.01], [6.79, 1.04, 1.73], [4.42, 2.56, 1.20], [3.23, 2.96, 3.83], [1.97, 1.63, 1.16], [3.04, 0.50, 1.90], [2.10, 0.92, 4.14], [1.04, 0.09, 3.02], [4.37, 5.73, 3.94], [4.97, 5.98, 2.32], [2.20, 5.40, 3.15], [2.80, 5.98, 1.60], [1.26, 3.76, 8.14], [2.33, 4.06, 9.19], [3.58, 3.48, 8.53], [3.39, 3.61, 7.12], [2.03, 3.96, 6.84], [0.38, 4.39, 8.21], [0.94, 2.72, 8.22], [2.44, 5.14, 9.30], [2.13, 3.63, 10.17], [3.69, 2.41, 8.77], [4.50, 3.99, 8.81], [2.00, 5.01, 6.52], [1.65, 3.34, 6.03], [-3.48, -1.47, 5.98], [-3.72, -2.01, 4.57], [-2.30, -2.36, 4.13], [-1.59, -2.73, 5.31], [-2.35, -2.38, 6.46], [-4.35, -1.51, 6.63], [-3.13, -0.44, 5.93], [-4.33, -2.92, 4.62], [-4.21, -1.30, 3.91], [-1.81, -1.49, 3.68], [-2.27, -3.18, 3.42], [-2.75, -3.29, 6.92], [-1.69, -1.89, 7.18], [3.34, 1.18, -3.26], [4.11, -0.07, -2.83], [4.17, 0.11, -1.32], [2.98, 0.80, -0.95], [2.34, 1.33, -2.12], [2.85, 1.10, -4.23], [4.01, 2.04, -3.28], [3.54, -0.96, -3.09], [5.09, -0.15, -3.29], [5.03, 0.72, -1.02], [4.21, -0.84, -0.78], [1.42, 0.76, -2.31], [2.06, 2.37, -1.93], [-2.15, 1.27, -4.29], [-2.29, 2.70, -4.80], [-1.00, 3.33, -4.26], [-0.03, 2.29, -4.24], [-0.66, 1.02, -4.45], [-2.76, 0.55, -4.84], [-2.43, 1.22, -3.24], [-2.30, 2.72, -5.89], [-3.18, 3.21, -4.44], [-1.15, 3.69, -3.24], [-0.63, 4.15, -4.87], [-0.42, 0.66, -5.45], [-0.28, 0.31, -3.72], [-4.20, -3.47, -7.30], [-3.28, -2.62, -8.17], [-3.49, -1.23, -7.57], [-3.77, -1.43, -6.19], [-4.03, -2.81, -5.94], [-3.94, -4.53, -7.28], [-5.23, -3.37, -7.65], [-2.24, -2.93, -8.03], [-3.50, -2.66, -9.23], [-4.33, -0.72, -8.04], [-2.61, -0.59, -7.67], [-3.18, -3.23, -5.40], [-4.92, -2.91, -5.32], [-3.35, -1.24, -0.05], [-2.57, -2.53, -0.29], [-2.39, -2.50, -1.80], [-2.31, -1.12, -2.17], [-2.71, -0.30, -1.06], [-3.27, -0.86, 0.97], [-4.41, -1.39, -0.28], [-1.60, -2.48, 0.21], [-3.09, -3.43, 0.05], [-3.24, -2.95, -2.32], [-1.48, -3.00, -2.13], [-1.82, 0.19, -0.65], [-3.39, 0.47, -1.42], [-0.93, -7.22, -5.98], [-0.51, -6.34, -4.80], [-1.58, -5.26, -4.82], [-2.77, -5.89, -5.32], [-2.45, -7.17, -5.87], [-0.53, -8.23, -5.93], [-0.60, -6.76, -6.92], [-0.56, -6.91, -3.87], [0.50, -5.93, -4.89], [-1.31, -4.44, -5.49], [-1.78, -4.84, -3.83], [-2.82, -7.94, -5.19], [-2.95, -7.28, -6.83]], "lowdin_charge": [-0.229, 0.668, -0.389, 0.445, -0.357, -0.265, -0.775, -0.016, 0.804, -0.904, -0.024, 0.009, 0.885, -0.380, -0.309, -0.278, -0.366, -0.016, -0.002, -0.016, 0.021, 0.032, 0.011, 0.032, 0.089, 0.106, 0.096, 0.096, 0.088, 0.098, -0.179, -0.177, -0.215, -0.143, -0.207, 0.110, 0.100, 0.109, 0.105, 0.115, 0.114, 0.122, 0.056, -0.171, -0.167, -0.205, -0.140, -0.212, 0.108, 0.096, 0.110, 0.107, 0.102, 0.113, 0.113, 0.115, -0.165, -0.173, -0.209, -0.159, -0.198, 0.104, 0.115, 0.108, 0.105, 0.114, 0.116, 0.101, 0.121, -0.160, -0.162, -0.201, -0.149, -0.195, 0.101, 0.088, 0.108, 0.109, 0.116, 0.114, 0.116, 0.102, -0.163, -0.166, -0.206, -0.148, -0.192, 0.098, 0.113, 0.110, 0.108, 0.116, 0.114, 0.091, 0.122, -0.161, -0.165, -0.210, -0.149, -0.200, 0.100, 0.114, 0.116, 0.109, 0.114, 0.110, 0.106, 0.113, -0.170, -0.163, -0.207, -0.155, -0.205, 0.110, 0.113, 0.115, 0.114, 0.114, 0.106, 0.117, 0.114], "multiplicity": 1, "max_force_ev_per_a": 0.9, "total_charge": -1, "homo_ha": -0.1250, "total_energy_ha": -8274.309929}